{"formula": "C3H8NS", "method": "ωB97M-V/def2-TZVPD", "fmax_ha_per_bohr": 0.0673, "e_tot_ev": -15564.3640, "spin_multiplicity": 1, "e_above_lowest_kj_mol": 258.42, "charge": -1, "elements": ["C", "S", "H", "H", "H", "C", "C", "N", "H", "H", "H", "H", "H"], "positions_angstrom": [[1.398, 0.238, -1.991], [-0.348, -0.404, -2.102], [2.267, -0.542, -2.236], [1.583, 0.564, -0.931], [1.693, 1.190, -2.789], [-1.781, -0.077, 1.165], [0.449, -0.204, 1.464], [-0.616, 0.105, 2.096], [-2.387, 0.751, 1.505], [-1.686, 0.145, 0.134], [-2.380, -0.976, 1.261], [1.554, 0.132, 1.805], [0.254, -0.922, 0.620]], "nbo_charge": [-0.746, -0.704, 0.163, 0.170, 0.154, -0.480, -0.078, -0.445, 0.182, 0.250, 0.182, 0.154, 0.200]}